(w)
{"formula": "C3H8O4", "method": "ωB97M-V/def2-TZVPD", "symbols": ["C", "C", "C", "O", "O", "O", "O", "H", "H", "H", "H", "H", "H", "H", "H"], "positions_angstrom": [[-2.0535, -0.5875, -1.2442], [-2.0094, -0.5951, 0.2099], [2.5741, -0.6637, -0.0551], [-3.1999, -0.2802, 0.6951], [1.9068, -0.1759, 0.9242], [2.1656, -1.1341, -1.0549], [-1.0149, -0.7564, 0.8733], [-3.0654, -0.7286, -1.6735], [-1.6684, 0.3494, -1.6288], [-1.4601, -1.4669, -1.6142], [3.0185, 3.6791, 0.7708], [3.5915, -0.6248, 0.2597], [-3.3191, -0.4275, 1.6107], [0.9540, -0.0277, 0.6439], [3.5802, 3.4398, 1.2831]], "nbo_charge": [-0.74, 0.80, 0.66, -0.68, -0.67, -0.59, -0.62, 0.24, 0.25, 0.25, 0.00, 0.09, 0.50, 0.51, 0.00], "homo_energy_ev": -10.451, "e_lumo_ev": 0.541, "gap_ev": 10.99, "spin_multiplicity": 1}

***

(x)
{"formula": "C3H8O4", "method": "ωB97M-V/def2-TZVPD", "symbols": ["O", "C", "O", "C", "C", "O", "H", "H", "H", "H", "H", "H", "O", "H", "H"], "positions_angstrom": [[1.4460, 1.6494, -0.7804], [0.9047, 0.8224, -0.0573], [0.1086, 1.2917, 0.9919], [1.0169, -0.6306, -0.2650], [-0.1551, -0.8097, -1.3978], [-1.3701, -1.2721, -0.9450], [0.1061, 2.2182, 1.1636], [0.8177, -1.1836, 0.6888], [1.9030, -0.8172, -0.7450], [0.1496, -1.5256, -2.1937], [-0.3046, 0.0597, -1.9983], [-1.5391, -0.8995, -0.1106], [-1.2715, -0.8371, 1.9298], [-2.2923, -0.7518, 2.0154], [-0.7435, -0.0478, 1.9310]], "nbo_charge": [-0.59, 0.80, -0.75, -0.55, -0.04, -0.71, 0.51, 0.25, 0.25, 0.18, 0.17, 0.48, -1.00, 0.49, 0.50], "homo_energy_ev": -10.303, "e_lumo_ev": 0.428, "gap_ev": 10.73, "spin_multiplicity": 1}

***

Which of them is most stable, and which least? Most stable: (w); least stable: (x).

***

(w)
{"formula": "C5H15NO", "method": "ωB97M-V/def2-TZVPD", "symbols": ["C", "C", "C", "C", "C", "N", "H", "H", "H", "H", "H", "H", "H", "H", "H", "H", "H", "H", "H", "H", "H", "O"], "positions_angstrom": [[1.7610, 2.6366, -0.0097], [0.8464, 1.4997, 0.5419], [-0.1782, 0.9945, -0.4659], [0.3791, -0.1738, -1.3098], [0.2978, -1.4521, -0.4847], [-1.0538, -1.9805, -0.3410], [2.0282, 2.5455, -1.0816], [2.6398, 2.7508, 0.6249], [1.1673, 3.5616, 0.0227], [1.4671, 0.6694, 0.8873], [0.3732, 1.9901, 1.3917], [-0.7434, 1.8424, -0.8615], [-1.0811, 0.5796, 0.0396], [1.3361, -0.0725, -1.8083], [-0.2902, -0.2877, -2.1962], [0.6548, -1.2579, 0.5258], [0.8349, -2.3656, -0.8416], [-1.5724, -1.7275, 0.5335], [-1.5039, -1.8286, -1.2480], [-2.5425, -3.2872, 1.5987], [-2.1067, -2.2486, 2.6078], [-2.7137, -2.3880, 1.8746]], "mulliken_spin": [0.00, 0.00, 0.01, 0.08, -0.01, 0.87, 0.00, 0.00, 0.00, 0.00, 0.00, 0.00, 0.00, -0.01, 0.01, 0.00, 0.08, -0.01, -0.01, 0.00, 0.00, 0.00], "homo_energy_ev": [-14.814, -14.805], "e_lumo_ev": [-3.220, -8.360], "gap_ev": [11.59, 6.45], "s_squared": 0.754, "spin_multiplicity": 2, "total_charge": 1}

***

(x)
{"formula": "C5H15NO", "method": "ωB97M-V/def2-TZVPD", "symbols": ["C", "C", "N", "C", "C", "C", "H", "H", "H", "H", "H", "H", "H", "H", "H", "H", "H", "H", "H", "H", "H", "O"], "positions_angstrom": [[-0.1622, 1.3934, 1.3719], [-0.3976, -0.1123, 1.6616], [0.0591, -0.9854, 0.6120], [1.4560, -1.4027, 0.6724], [2.0528, -1.4463, -0.7335], [-0.8457, -1.8119, -0.1109], [0.8838, 1.5363, 1.1088], [-0.7726, 1.6912, 0.5393], [-0.3341, 1.9057, 2.3069], [-1.4615, -0.2105, 1.7959], [0.0858, -0.4092, 2.5934], [1.5006, -2.3771, 1.1667], [2.0197, -0.6741, 1.2512], [1.5299, -2.0890, -1.4347], [3.0984, -1.7319, -0.6301], [2.1145, -0.4488, -1.1678], [-0.9488, -1.4407, -1.1285], [-1.8676, -1.7721, 0.2822], [-0.6757, -2.8650, -0.0776], [-1.9869, 3.8509, -3.1835], [-3.0468, 4.8189, -3.1583], [-2.3011, 4.5806, -3.7373]], "mulliken_spin": [0.09, -0.01, 0.76, 0.00, 0.05, 0.00, 0.00, 0.00, 0.00, 0.01, 0.02, 0.03, 0.00, 0.00, -0.01, 0.00, 0.05, 0.01, 0.02, 0.00, 0.00, 0.00], "homo_energy_ev": [-13.584, -13.584], "e_lumo_ev": [-2.858, -7.146], "gap_ev": [10.73, 6.44], "s_squared": 0.754, "spin_multiplicity": 2, "total_charge": 1}

***

Which of them is most stable, and which least? Most stable: (x); least stable: (w).

***

(w)
{"formula": "C16H20N4O3S", "method": "ωB97M-V/def2-TZVPD", "symbols": ["C", "C", "C", "C", "O", "C", "O", "N", "C", "N", "N", "C", "C", "C", "O", "N", "C", "C", "C", "C", "C", "C", "C", "S", "H", "H", "H", "H", "H", "H", "H", "H", "H", "H", "H", "H", "H", "H", "H", "H", "H", "H", "H", "H"], "positions_angstrom": [[6.5983, -0.4367, 4.5022], [5.4977, 0.2816, 5.2743], [4.2821, 0.6170, 4.4115], [4.6042, 1.6317, 3.3177], [3.4147, 2.0885, 2.6628], [2.9086, 1.2775, 1.7326], [3.3703, 0.2257, 1.3743], [1.7608, 1.8197, 1.2087], [1.0453, 1.2020, 0.2222], [-0.0267, 1.6988, -0.2968], [-0.5494, 0.9217, -1.2399], [0.1011, -0.1703, -1.4555], [-0.3131, -1.1955, -2.4361], [-1.6935, -1.8053, -2.1122], [-1.8824, -3.0010, -2.1462], [-2.6281, -0.8883, -1.8304], [-4.0090, -1.2313, -1.5565], [-4.9049, -0.7752, -2.6794], [-4.7896, -1.3709, -3.9300], [-5.5814, -0.9490, -4.9818], [-6.4981, 0.0727, -4.7940], [-6.6171, 0.6709, -3.5519], [-5.8206, 0.2512, -2.4999], [1.5237, -0.3443, -0.4367], [7.0475, 0.2164, 3.7589], [6.1974, -1.3112, 3.9957], [7.3815, -0.7629, 5.1823], [5.8961, 1.1996, 5.7121], [5.1644, -0.3582, 6.0937], [3.4934, 1.0338, 5.0427], [3.9006, -0.2931, 3.9447], [5.2702, 1.1945, 2.5692], [5.0526, 2.5335, 3.7390], [1.4285, 2.7128, 1.5436], [0.4139, -2.0059, -2.4732], [-0.3953, -0.7448, -3.4290], [-2.3565, 0.0868, -1.8002], [-4.3151, -0.7744, -0.6107], [-4.0451, -2.3208, -1.4615], [-4.0759, -2.1698, -4.0689], [-5.4868, -1.4191, -5.9497], [-7.1188, 0.4010, -5.6147], [-7.3303, 1.4682, -3.4014], [-5.9150, 0.7219, -1.5315]], "nbo_charge": [-0.61, -0.39, -0.43, -0.07, -0.50, 0.90, -0.63, -0.63, 0.20, -0.30, -0.30, 0.04, -0.55, 0.69, -0.63, -0.62, -0.27, 0.06, -0.24, -0.19, -0.22, -0.21, -0.24, 0.42, 0.20, 0.21, 0.21, 0.19, 0.21, 0.21, 0.22, 0.20, 0.19, 0.44, 0.25, 0.25, 0.43, 0.20, 0.24, 0.22, 0.21, 0.21, 0.21, 0.21], "homo_energy_ev": -9.011, "e_lumo_ev": 0.608, "gap_ev": 9.62, "spin_multiplicity": 1}

***

(x)
{"formula": "C16H20N4O3S", "method": "ωB97M-V/def2-TZVPD", "symbols": ["C", "C", "O", "C", "O", "N", "C", "C", "N", "C", "C", "O", "N", "C", "N", "C", "C", "C", "C", "C", "C", "S", "C", "C", "H", "H", "H", "H", "H", "H", "H", "H", "H", "H", "H", "H", "H", "H", "H", "H", "H", "H", "H", "H"], "positions_angstrom": [[-1.7416, 5.5040, -2.8954], [-2.1732, 4.1438, -2.3673], [-1.0671, 3.2522, -2.2382], [-0.3263, 3.3943, -1.1200], [-0.5636, 4.1874, -0.2382], [0.7389, 2.5526, -1.1045], [0.8840, 1.4420, -2.0152], [0.3022, 0.1693, -1.3649], [0.4292, 0.1863, 0.0888], [-0.7772, 0.5482, 0.8087], [-1.9410, -0.3367, 0.4110], [-2.9949, 0.1071, 0.0157], [-1.7864, -1.6956, 0.5060], [-0.8136, -2.5188, 1.0077], [-1.0922, -3.7503, 1.2440], [-0.0218, -4.4318, 1.7455], [-0.0039, -5.7766, 2.1027], [1.1618, -6.3125, 2.6079], [2.3060, -5.5328, 2.7609], [2.3086, -4.1966, 2.4087], [1.1419, -3.6510, 1.9037], [0.8438, -2.0201, 1.3497], [1.5974, 0.9337, 0.5072], [1.5161, 2.4217, 0.1130], [-1.0777, 5.9826, -2.1796], [-2.6159, 6.1320, -3.0399], [-1.2209, 5.3937, -3.8439], [-2.8513, 3.6449, -3.0627], [-2.6570, 4.2534, -1.3916], [1.9518, 1.3182, -2.2197], [0.3702, 1.6675, -2.9475], [-0.7519, 0.0718, -1.6272], [0.8334, -0.7122, -1.7428], [-1.1024, 1.5864, 0.6542], [-0.5814, 0.4045, 1.8775], [-2.6322, -2.2105, 0.2714], [-0.8958, -6.3693, 1.9791], [1.1906, -7.3541, 2.8906], [3.2046, -5.9784, 3.1601], [3.1929, -3.5893, 2.5239], [1.7111, 0.8355, 1.5879], [2.4612, 0.4590, 0.0351], [2.5220, 2.8273, -0.0455], [1.0217, 3.0170, 0.8832]], "nbo_charge": [-0.64, -0.07, -0.53, 0.90, -0.66, -0.45, -0.24, -0.24, -0.45, -0.33, 0.68, -0.57, -0.63, 0.27, -0.47, 0.08, -0.20, -0.22, -0.22, -0.24, -0.15, 0.36, -0.24, -0.24, 0.22, 0.22, 0.21, 0.19, 0.20, 0.19, 0.24, 0.21, 0.20, 0.22, 0.23, 0.43, 0.22, 0.21, 0.21, 0.22, 0.22, 0.20, 0.20, 0.24], "homo_energy_ev": -8.437, "e_lumo_ev": 0.525, "gap_ev": 8.96, "spin_multiplicity": 1}

***

Which of them is most stable, and which least? Most stable: (x); least stable: (w).

***

(w)
{"formula": "C2H6ClN3S", "method": "ωB97M-V/def2-TZVPD", "symbols": ["N", "N", "C", "C", "Cl", "N", "S", "H", "H", "H", "H", "H", "H"], "positions_angstrom": [[1.8790, 1.6973, -0.1334], [0.5638, 1.6378, -0.1575], [-0.0613, 0.5963, 0.2314], [-1.6094, 0.7495, 0.3130], [-2.5335, -0.4947, -0.2625], [0.6509, -0.5407, 0.8459], [1.8404, -1.3857, -0.1766], [2.1129, 2.4456, -0.7271], [2.4159, 0.7813, -0.3176], [-1.5606, 1.6450, -0.6342], [-2.0468, 1.0413, 1.3040], [0.2605, -1.2310, 1.6481], [0.8108, -1.7365, -1.1376]], "nbo_charge": [-0.62, -0.25, 0.28, -0.50, 0.01, -0.84, 0.15, 0.36, 0.36, 0.26, 0.23, 0.43, 0.13], "homo_energy_ev": -8.445, "e_lumo_ev": 0.459, "gap_ev": 8.90, "spin_multiplicity": 1}

***

(x)
{"formula": "C2H6ClN3S", "method": "ωB97M-V/def2-TZVPD", "symbols": ["N", "N", "C", "C", "Cl", "N", "S", "H", "H", "H", "H", "H", "H"], "positions_angstrom": [[-2.4245, 0.7131, 0.6056], [-1.2594, 0.5840, 1.2433], [-0.3678, -0.1818, 0.7424], [-0.4121, -1.0073, -0.5003], [-0.4774, 0.1283, -1.8632], [0.8450, -0.4168, 1.4182], [2.2333, 0.0082, 0.2916], [-2.9362, 1.3525, 1.2853], [-2.3940, 1.4148, -0.2508], [-1.4849, -1.4990, -0.3727], [0.2910, -1.8814, -0.4860], [0.6798, 0.4307, 2.1092], [2.7797, -1.1566, 0.4013]], "nbo_charge": [-0.65, -0.33, 0.34, -0.49, -0.03, -0.70, 0.14, 0.36, 0.36, 0.25, 0.25, 0.40, 0.11], "homo_energy_ev": -8.657, "e_lumo_ev": 0.415, "gap_ev": 9.07, "spin_multiplicity": 1}

***

Which of them is most stable, and which least? Most stable: (x); least stable: (w).

***

(w)
{"formula": "H5NO", "method": "ωB97M-V/def2-TZVPD", "symbols": ["N", "H", "H", "H", "O", "H", "H"], "positions_angstrom": [[-0.8869, -0.0505, -0.5454], [-0.8978, -0.4272, -1.4986], [-1.7579, 0.4757, -0.4230], [-0.9308, -0.8518, 0.0923], [1.6354, 0.0473, 1.0810], [0.8550, -0.1141, 0.5038], [1.9829, 0.9206, 0.7898]], "nbo_charge": [-1.09, 0.37, 0.37, 0.36, -0.97, 0.49, 0.47], "homo_energy_ev": -10.766, "e_lumo_ev": 0.920, "gap_ev": 11.69, "spin_multiplicity": 1}

***

(x)
{"formula": "H5NO", "method": "ωB97M-V/def2-TZVPD", "symbols": ["N", "H", "H", "H", "O", "H", "H"], "positions_angstrom": [[-1.6646, -0.0273, -0.2257], [-1.7787, 0.8936, 0.3312], [-1.9915, -0.8474, 0.3518], [-0.6620, -0.2294, -0.4274], [1.6799, -0.0721, -0.1623], [2.4019, -0.5896, 0.1812], [2.0150, 0.8722, -0.0488]], "nbo_charge": [-1.10, 0.36, 0.36, 0.38, -0.94, 0.47, 0.47], "homo_energy_ev": -9.512, "e_lumo_ev": 0.756, "gap_ev": 10.27, "spin_multiplicity": 1}

***

Which of them is most stable, and which least? Most stable: (w); least stable: (x).

***

(w)
{"formula": "C9H10O3", "method": "ωB97M-V/def2-TZVPD", "symbols": ["C", "C", "C", "C", "C", "C", "C", "C", "C", "O", "O", "O", "H", "H", "H", "H", "H", "H", "H", "H", "H", "H"], "positions_angstrom": [[-3.3805, -1.2748, 0.1924], [-2.3332, -0.8174, 1.0214], [-3.0249, -0.8633, -1.0524], [-1.3590, -0.1958, 0.2018], [2.2527, -1.5757, 0.3066], [2.2877, 0.0088, 0.2849], [-0.1093, 0.3467, 0.4879], [1.0369, 0.6235, -0.3203], [1.2854, 2.1958, -0.5313], [3.3975, -2.0158, 0.3314], [-1.8151, -0.2631, -1.0733], [1.1731, -2.0338, 0.4557], [-4.3057, -1.6713, 0.4589], [-2.1441, -0.8689, 2.0637], [-3.5349, -1.0156, -2.1230], [2.4737, 0.5086, 1.2387], [3.1314, 0.1985, -0.3746], [0.1825, 0.5440, 1.4876], [0.9348, 0.3426, -1.3932], [2.1888, 2.5662, -1.0535], [1.2601, 2.6737, 0.4754], [0.4019, 2.5870, -1.0846]], "nbo_charge": [-0.33, -0.09, 0.21, 0.16, 0.78, -0.49, 0.16, -0.33, -0.57, -0.71, -0.38, -0.68, 0.25, 0.24, 0.24, 0.20, 0.23, 0.22, 0.23, 0.24, 0.20, 0.21], "homo_energy_ev": [-7.678, -7.674], "e_lumo_ev": [-2.484, -2.488], "gap_ev": [5.19, 5.19], "spin_multiplicity": 1}

***

(x)
{"formula": "C9H10O3", "method": "ωB97M-V/def2-TZVPD", "symbols": ["C", "C", "C", "O", "C", "C", "C", "C", "O", "C", "C", "O", "H", "H", "H", "H", "H", "H", "H", "H", "H", "H"], "positions_angstrom": [[0.5667, 1.4372, 2.3215], [1.8081, 0.9919, 1.5265], [1.4877, -0.3537, 0.9814], [2.1135, -1.2876, 1.4239], [0.5149, -0.6739, -0.0711], [0.5232, -1.8582, -0.7887], [-0.4769, -2.0977, -1.7485], [-1.4224, -1.0770, -1.9286], [-2.3461, -1.1550, -2.9069], [-1.3645, 0.0643, -1.2881], [-0.3262, 0.4329, -0.4124], [-0.5364, 1.6709, 0.2123], [0.7628, 2.3832, 2.8782], [-0.4707, 1.7675, 1.7922], [0.2952, 0.6472, 3.1245], [1.8548, 1.4488, 0.4754], [2.6538, 0.9829, 2.2361], [1.0818, -2.7792, -0.3137], [-0.4672, -3.0483, -2.3737], [-3.1203, -0.4812, -2.9681], [-1.8235, 0.8673, -1.8269], [-1.3082, 2.1177, -0.3455]], "nbo_charge": [-0.66, -0.50, 0.56, -0.57, -0.25, -0.12, -0.28, 0.33, -0.69, -0.36, 0.37, -0.68, 0.21, 0.28, 0.20, 0.22, 0.25, 0.26, 0.24, 0.50, 0.19, 0.50], "homo_energy_ev": -8.932, "e_lumo_ev": 0.244, "gap_ev": 9.18, "spin_multiplicity": 1}

***

Which of them is most stable, and which least? Most stable: (x); least stable: (w).